Molecular formula: C10H17AlF6N6O4S4
Method: DFT, wB97M-V/def2-TZVPD

Values from the calculation:
HOMO in Eh: -0.2503
Kohn-Sham gap in eV: 6.54
DFT total energy in a.u.: -3455.3295
Energy relative to the best compared isomer or geometry (same formula, charge and spin) in kcal per mole: 0.00

XYZ file:
```
48
C10H17AlF6N6O4S4, DFT wB97M-V/def2-TZVPD
Al 0.494 0.854 0.488
C 2.341 1.328 4.595
C 1.472 1.416 3.361
S 2.254 0.873 1.871
C 0.216 1.881 3.388
C -0.460 2.358 4.643
S -0.801 1.999 1.946
H 3.315 0.911 4.346
H 1.892 0.685 5.354
H 2.505 2.311 5.042
H 0.209 2.338 5.500
H -1.329 1.735 4.869
H -0.824 3.380 4.515
C 3.681 -0.995 -2.478
N 2.605 -0.212 -3.073
C 2.627 0.052 -4.504
C 1.704 0.361 -2.256
N 1.744 0.306 -0.966
N 0.696 1.075 -2.899
C -0.372 1.676 -2.267
N -1.269 2.214 -3.127
N -0.496 1.714 -0.986
H 4.149 -1.588 -3.258
H 3.274 -1.692 -1.747
H 4.439 -0.358 -2.014
H 3.443 -0.514 -4.940
H 2.782 1.110 -4.722
H 1.715 -0.294 -4.999
H 2.575 -0.150 -0.610
H 0.471 0.734 -3.820
H -0.984 2.473 -4.055
H -2.076 2.682 -2.752
H -1.271 2.288 -0.672
F -3.106 -0.973 1.550
C -2.784 -1.675 0.473
F -3.033 -0.940 -0.609
F -3.523 -2.777 0.427
S -0.999 -2.144 0.566
O -0.336 -0.843 0.443
O -0.855 -2.819 1.806
N -0.697 -3.075 -0.630
S -0.336 -2.702 -2.118
O 0.990 -3.126 -2.464
O -0.754 -1.393 -2.544
C -1.466 -3.863 -2.989
F -1.198 -5.124 -2.677
F -2.731 -3.594 -2.680
F -1.302 -3.699 -4.304
```


Molecular formula: C10H17BeBrCaCl2F4I2LiN5O5P
Method: DFT, wB97M-V/def2-TZVPD

Values from the calculation:
HOMO in Eh: -0.1482
Kohn-Sham gap in eV: 1.35
DFT total energy in a.u.: -6571.0406
Total charge: -1

XYZ file:
```
50
C10H17BeBrCaCl2F4I2LiN5O5P, DFT wB97M-V/def2-TZVPD
C 3.633 -2.210 -0.620
C 2.046 -2.012 -0.556
I 0.881 -3.435 -1.693
C 1.480 -0.973 0.163
I 2.917 0.337 1.242
N 0.080 -0.726 0.187
C -0.740 -1.717 0.876
C -0.069 -2.532 2.049
C 0.017 -1.761 3.434
F -0.098 -2.729 4.409
F 1.291 -1.170 3.677
F -1.000 -0.920 3.653
C -0.243 0.629 0.407
N -0.642 1.185 1.526
N -0.103 1.447 -0.771
P 0.043 3.153 -0.393
N 1.707 3.640 -0.428
O -0.635 3.935 -1.839
H 4.016 -1.278 -1.133
H 3.857 -3.043 -1.339
H 4.095 -2.375 0.393
H -1.670 -1.183 1.268
H -1.147 -2.472 0.116
H 0.906 -3.021 1.788
H -0.769 -3.401 2.282
H -0.099 1.242 2.382
H -1.645 1.632 1.566
H 0.831 1.159 -1.137
H 2.313 2.957 -0.919
H 2.044 3.858 0.508
H -0.361 3.315 -2.575
O -2.788 -4.133 4.092
H -1.996 -3.638 4.295
C -4.277 1.700 -1.842
C -3.161 2.607 -1.856
N -2.265 3.339 -1.873
H -4.000 0.721 -2.241
H -4.652 1.547 -0.829
H -5.128 2.094 -2.464
Li -2.173 -3.552 0.362
Cl -6.476 3.195 -3.360
Be 3.132 -1.442 4.250
C 2.331 2.257 -3.289
O 2.870 2.360 -4.386
O 2.914 1.914 -2.200
O 1.018 2.515 -3.076
Ca 4.865 -1.545 2.193
Br -0.357 -2.944 -4.337
F 0.373 0.899 -3.447
Cl -3.169 0.576 1.484
```


Molecular formula: C10H17BrClF3N4O5P
Method: DFT, wB97M-V/def2-TZVPD

Values from the calculation:
HOMO in Eh: -0.4279
Kohn-Sham gap in eV: 7.21
DFT total energy in a.u.: -4661.2383
Energy relative to the best compared isomer or geometry (same formula, charge and spin) in kcal per mole: 0.00
Total charge: +1

XYZ file:
```
42
C10H17BrClF3N4O5P, DFT wB97M-V/def2-TZVPD
N 2.984 3.175 0.522
P 2.160 2.009 -0.087
O 3.194 1.068 -0.948
O 0.927 2.537 -1.058
N 1.415 1.102 1.184
C 1.243 -0.269 0.908
N 0.122 -0.675 0.175
C 0.399 -0.680 -1.299
C -0.243 -1.955 -1.919
O 0.364 -2.807 -2.469
C -1.089 0.114 0.526
C -2.286 -0.931 0.763
C -2.422 -1.147 2.271
F -1.958 -2.349 2.733
C -2.977 -0.273 3.132
F -3.971 -0.672 3.913
F -2.616 0.986 3.280
N 2.101 -1.172 1.297
Cl 3.514 -0.738 2.155
C 1.952 -2.613 1.041
C 2.856 -3.114 -0.117
O 2.987 -2.601 -1.148
Br 3.859 -4.769 0.236
H 2.575 4.034 0.141
H 3.026 1.226 -1.898
H 0.211 2.801 -0.447
H 1.853 1.276 2.090
H 1.492 -0.732 -1.450
H 0.001 0.207 -1.825
H -1.362 -2.052 -1.848
H -1.006 0.684 1.462
H -1.440 0.775 -0.299
H -3.192 -0.485 0.315
H -2.081 -1.865 0.217
H 2.304 -3.122 1.962
H 0.905 -2.932 0.899
C -2.976 2.809 -2.433
O -1.953 1.971 -1.881
H -3.892 2.653 -1.869
H -2.681 3.857 -2.358
H -3.148 2.547 -3.478
H -1.151 2.124 -2.394
```


Molecular formula: C10H17CeCl2N
Method: DFT, wB97M-V/def2-TZVPD

Values from the calculation:
HOMO (spin up / spin down) in Eh: -0.0718 / -0.0762
2S+1: 2
Kohn-Sham gap (spin up / spin down) in eV: 4.12 / 4.23
DFT total energy in a.u.: -1841.3995
Energy relative to the best compared isomer or geometry (same formula, charge and spin) in kcal per mole: 83.27
Total charge: -1

XYZ file:
```
31
C10H17CeCl2N, DFT wB97M-V/def2-TZVPD
Ce 0.847 -0.315 0.150
Cl 0.207 -2.709 -0.513
Cl 1.596 2.166 0.347
C 2.324 -0.410 -1.413
H 3.085 0.501 -1.369
H 2.761 -1.347 -1.921
C -0.744 0.369 -1.360
C 0.858 0.148 -2.039
H -1.205 0.422 -0.258
C 0.634 -0.602 -3.397
H 1.169 1.277 -2.293
C -0.504 -0.075 -4.267
H 1.624 -0.551 -3.923
H 0.483 -1.660 -3.146
C -1.801 -0.124 -3.469
H -0.276 0.942 -4.554
H -0.590 -0.689 -5.179
C -1.719 0.922 -2.349
H -2.664 0.091 -4.126
H -1.947 -1.107 -3.018
H -1.400 1.890 -2.765
H -2.717 1.060 -1.873
C -0.649 -0.387 5.767
C 0.469 0.285 4.949
C 0.377 0.020 3.534
N 0.319 -0.207 2.397
H -1.628 0.016 5.480
H -0.516 -0.224 6.840
H -0.662 -1.468 5.587
H 0.435 1.371 5.107
H 1.447 -0.070 5.306
```


no.,strongest force on any atom (eV Å⁻¹)
1,0.2
2,8.9
3,3.8
4,6.1